Record 1
The following is a DFT calculation (ωB97M-V with the def2-TZVPD basis set) of a structure of composition C39H34CoN6O7S at a distorted geometry.

Structure (XYZ):
```
88
Properties=species:S:1:pos:R:3:forces:R:3
Co -0.329845 1.077631 -1.021616 -1.5267 0.3120 -0.3763
C -0.007393 0.577939 3.268671 -0.8531 1.0898 -0.0371
C 0.307105 0.400587 1.821509 -1.1373 0.7923 -1.5207
O -0.582147 0.754327 0.940466 2.6309 -1.1436 3.8105
C 1.616262 -0.146311 1.569234 1.3899 -0.0999 -2.5268
C 2.519013 -0.666571 2.539890 -0.3018 -0.9674 -1.2954
C 3.607659 -1.455566 2.153625 -1.1144 1.3494 0.2125
C 4.033664 -1.498668 0.833753 -0.4944 -0.6115 -1.2669
C 3.247223 -0.941818 -0.171990 0.7291 0.4928 0.2562
C 2.061194 -0.219937 0.144756 -1.2985 0.5351 0.7280
O 1.393911 0.385838 -0.789429 2.4733 -1.5595 0.7878
H -0.944135 1.176242 3.257018 0.3496 -0.8409 0.6752
H 0.766117 1.160813 3.768977 0.1027 0.3109 -0.2610
H 0.030650 -0.358187 3.820182 -0.7589 -0.1773 -0.0995
H 2.340379 -0.591776 3.590850 -0.4407 -0.0257 0.4690
H 4.024453 -2.113903 2.862013 0.9139 -0.2224 0.9513
H 4.947274 -2.086399 0.614764 -0.6727 0.4665 -0.1177
H 3.534533 -0.910347 -1.228516 0.0029 -0.2260 0.4396
C 2.734131 -7.604235 5.802188 -1.1212 0.5785 -0.0091
O 1.579621 -6.766682 5.807651 -0.1985 -0.1621 1.0568
C 0.933613 -6.377112 4.671443 0.1817 -0.7266 -1.1928
C 1.491031 -6.670795 3.418005 -0.3868 0.8450 0.6105
C 0.858783 -6.167573 2.277559 -0.5103 -0.7336 0.4462
C -0.425152 -5.619049 2.358918 -0.2178 -0.6243 1.6879
C -1.014421 -5.444286 3.658964 0.9716 0.2060 -2.0528
C -0.346893 -5.736600 4.781599 2.7069 -1.2252 1.5774
N -1.006417 -5.212443 1.194659 -1.9438 1.3870 -1.9266
N -2.150112 -4.571686 1.258645 2.3816 -0.4269 1.7809
C -2.407930 -3.737644 0.227305 -1.7388 0.9606 0.4153
C -2.938649 -2.434539 0.579676 1.6221 -1.1832 -1.2544
C -2.568876 -1.330625 -0.173005 0.0415 1.3952 0.8365
C -1.739277 -1.424976 -1.314324 -0.2864 -0.2896 -1.7455
O -1.148735 -0.496456 -1.970608 -0.7550 -1.1970 1.2280
C -1.692331 -2.788258 -1.893100 -0.3943 0.2066 1.4393
N -1.264318 -2.861129 -3.130715 1.2010 -0.5638 -1.6228
C -0.853915 -4.024083 -3.601023 -0.1103 -0.0288 0.2593
C -1.018460 -5.225767 -2.876866 -0.2293 -0.2305 -0.5926
C -1.731951 -5.188713 -1.709257 1.1272 0.2532 1.2512
C -1.973791 -3.923717 -1.089741 0.7215 -0.3600 -1.8060
H 3.598506 -7.007320 5.974976 0.8567 0.5097 -0.1029
H 2.844045 -8.213037 4.933994 0.0187 -0.2146 -0.8392
H 2.637033 -8.292743 6.610934 -0.2248 -0.3652 0.8400
H 2.436553 -7.218668 3.333029 -0.4294 0.4930 -0.0365
H 1.355122 -6.316397 1.335244 -0.1997 0.1525 -0.4131
H -1.921249 -4.936387 3.707964 -1.5331 0.6307 -0.0105
H -0.664279 -5.503962 5.799053 -0.2679 -0.0698 -0.3496
H -3.403214 -2.314486 1.528676 -0.3284 0.0614 0.6437
H -2.730542 -0.294871 0.182857 -0.2212 -0.7814 -0.1117
H -0.338752 -3.977985 -4.558232 -0.1790 -0.2391 -0.0229
H -0.616599 -6.197752 -3.201159 -0.2570 0.6160 -0.2045
H -1.812290 -6.121245 -1.140267 -0.3250 0.5090 -0.1062
O 1.264223 8.928678 0.928505 -0.5044 0.6374 -0.9791
S 2.512938 9.236239 0.264819 2.3724 -1.7419 -0.2137
O 3.626541 8.612551 1.022168 -0.2750 1.5886 0.9044
O 2.716450 10.536706 -0.368177 -0.5778 -0.0700 1.1380
C 3.029176 8.123924 -1.086204 -0.2704 0.8024 0.1174
N 4.292147 8.390904 -1.473537 -0.3854 -1.7603 -1.7160
C 4.790824 7.420031 -2.297334 1.0187 1.6289 1.6773
C 4.112864 6.284125 -2.631312 -1.5582 -0.8895 0.2117
C 2.786739 6.125426 -2.125029 1.7688 1.2376 -0.4551
N 2.273568 7.081297 -1.391039 -0.0361 0.9287 0.4166
C 1.903028 4.984210 -2.228438 0.4757 -1.1132 0.0288
C 0.594653 5.088733 -1.792251 -0.8642 -0.7102 0.0463
C -0.152115 3.913204 -1.721920 0.5377 -0.2280 0.0975
N 0.422780 2.740552 -1.969172 0.3967 -0.8929 -1.1443
C 1.671026 2.611597 -2.461184 -0.4018 -0.7314 -0.7308
C 2.443116 3.740262 -2.573746 0.0679 -0.3046 -0.0048
H 5.890139 7.524023 -2.513431 -1.2687 0.0014 -0.2026
H 4.602572 5.531874 -3.207964 0.1275 -0.4376 -0.3382
H 0.160574 5.990989 -1.386399 0.2540 0.2199 -0.3904
H -1.207045 3.753906 -1.423617 0.6881 0.7720 0.0516
H 2.009052 1.570164 -2.860266 -0.6315 2.0106 1.3250
H 3.492882 3.592877 -2.776599 0.0961 0.3602 -0.3753
C -4.584411 1.026118 -3.101095 -1.0191 -0.0512 0.2016
C -4.583077 2.276855 -2.180623 0.6786 -0.3849 -1.5146
C -5.735631 2.243847 -1.237265 -1.7623 1.0587 1.7910
C -4.559988 3.548714 -3.031878 -0.2975 0.3834 -0.7276
C -3.292175 2.200042 -1.506701 1.5248 -0.1420 1.1334
C -2.146840 2.013188 -1.088538 -2.0374 -0.0477 -0.3857
H -5.432436 0.897654 -3.784471 -0.3537 0.4233 0.2526
H -4.559504 0.158351 -2.465141 0.0481 -0.4977 0.2836
H -3.726884 0.967368 -3.723342 1.0450 0.2248 -0.3822
H -6.747802 2.313287 -1.694695 0.6593 0.1930 -0.2010
H -5.683132 3.047123 -0.441740 0.0871 -0.4420 -1.0660
H -5.808983 1.359287 -0.621575 0.4511 -0.6732 -0.0610
H -5.378081 3.608171 -3.772777 -0.0734 -0.1707 0.4124
H -3.644114 3.575810 -3.642068 -0.1239 0.0632 0.4368
H -4.619236 4.439237 -2.395139 0.1771 -0.1020 -0.1394
```
Positions in Å, forces in eV/Å.

Its spin multiplicity is 4. The value obtained for the HOMO energy (alpha / beta) is -2.4623 / -2.4226 eV. The energy relative to the best compared isomer or geometry (same formula, charge and spin) is 0.0 kJ/mol. The expectation value of S² is 3.76. As for the LUMO energy (alpha / beta): 3.31 / 3.31 eV. The total charge is -2.

Here are the Mulliken charges for atoms 1 to 5, given in e: 0.494 -1.767 1.093 -0.400 0.218

Record 2
The following is a DFT calculation (ωB97M-V with the def2-TZVPD basis set) of the molecule C2H2N4O2 at a distorted geometry.

Structure (XYZ):
```
10
Properties=species:S:1:pos:R:3:forces:R:3
O 1.968892 1.261910 0.118833 -1.2966 0.2270 -0.2434
C 1.354278 0.210601 0.013805 4.5265 2.1647 0.9609
O 2.171470 -0.861816 -0.094859 -3.6143 -1.9591 -0.2507
C -0.081800 0.195637 0.078848 1.6009 -4.9847 1.6546
N -0.803973 1.284686 0.034962 1.6225 1.2672 -0.7948
N -1.966436 0.898728 -0.075620 -4.8672 -2.2262 -0.1154
N -1.996032 -0.484642 0.026462 -1.0207 0.0458 -0.1961
N -0.741419 -0.995896 0.245734 -1.7100 3.2457 -2.4264
H 3.029674 -0.491283 -0.073460 1.6099 0.8010 0.0529
H -2.934654 -1.017924 -0.274706 3.1488 1.4185 1.3585
```
Positions in Å, forces in eV/Å.

The value obtained for the HOMO energy is -10.7285 eV. The energy relative to the best compared isomer or geometry (same formula, charge and spin) is 322.2 kJ/mol. As for the LUMO energy: -0.28 eV.

Here are the Mulliken charges for atoms 1 to 5, given in e: -0.557 0.673 -0.456 0.457 -0.091

Record 3
The following is a DFT calculation (ωB97M-V with the def2-TZVPD basis set) of a cluster of 7 separate species, C43H45F7N in total.

Structure (XYZ):
```
96
Properties=species:S:1:pos:R:3:forces:R:3
C 2.897585 -2.613209 4.705271 0.1112 0.2196 -0.0762
C 2.964185 -2.300886 3.214456 -0.0553 0.0130 -0.0251
C 2.041366 -3.195566 2.415034 -0.0180 0.0364 -0.2116
F 2.488698 -3.239327 1.082967 -0.1136 0.1026 0.3661
C 0.541359 -2.824781 2.378517 0.0064 -0.0433 0.1136
C -0.339803 -3.846199 3.126516 0.0342 0.1273 0.0528
C -1.574462 -3.061001 3.525668 0.2983 -0.1078 -0.0488
N -0.940696 -1.778051 3.996985 0.0029 -0.0240 -0.0899
C 0.111059 -1.455640 2.954818 -0.0164 0.0566 -0.0096
H 1.873875 -2.576832 5.093460 0.0219 -0.0428 0.0336
H 3.479823 -1.881048 5.260997 -0.0074 -0.0086 0.1041
H 3.312638 -3.598034 4.910155 -0.0966 -0.0824 0.0659
H 2.748430 -1.244712 3.039260 0.0557 -0.0337 -0.1325
H 3.971893 -2.462055 2.835176 0.0589 -0.0733 0.0590
H 2.118379 -4.217972 2.799902 0.1009 0.0007 -0.1493
H 0.266649 -2.842183 1.324856 0.0136 0.0191 -0.0369
H 0.176106 -4.190773 4.028342 -0.0402 -0.0866 -0.0374
H -0.577351 -4.712568 2.515803 -0.0110 -0.0370 0.0130
H -2.170386 -3.502920 4.316928 -0.1140 0.0585 -0.0489
H -2.180621 -2.807004 2.656917 -0.1415 -0.0301 0.1042
H -0.491613 -1.946210 4.899034 -0.0518 0.0931 0.0075
H -1.612274 -1.019913 4.117999 0.0258 -0.0289 0.0394
H -0.378700 -0.840115 2.205860 -0.0142 0.0266 -0.0329
H 0.889535 -0.862715 3.424892 0.0079 -0.0802 0.0256
F 2.801882 -4.855918 -5.027411 -0.0009 0.0004 0.0006
C 1.982645 -4.138187 -4.238351 0.0182 0.0002 -0.0176
C 0.854118 -3.568690 -4.794413 -0.0071 0.0091 0.0021
C 0.015436 -2.830407 -3.971813 -0.0129 -0.0022 -0.0010
C 0.316094 -2.668696 -2.626178 0.0222 0.0204 -0.0024
C 1.461557 -3.248038 -2.096416 -0.0496 0.0087 -0.0379
C 2.307779 -3.994659 -2.903448 0.0010 0.0003 0.0233
H 0.647362 -3.703785 -5.846966 0.0044 -0.0041 -0.0016
H -0.872434 -2.374907 -4.391072 0.0042 0.0008 -0.0015
H -0.334613 -2.073121 -1.997897 -0.0047 0.0003 0.0018
H 1.714552 -3.107004 -1.054800 -0.0145 -0.0444 -0.0085
H 3.208931 -4.452193 -2.518263 -0.0021 -0.0108 -0.0057
F 2.471639 3.502808 -2.135259 0.0009 -0.0059 -0.0024
C 2.742570 2.228622 -2.486703 -0.0391 0.0240 -0.0029
C 2.637845 1.243690 -1.523984 -0.0337 -0.0236 -0.0291
C 2.904418 -0.066983 -1.893638 -0.0149 -0.0083 0.0570
C 3.282889 -0.371828 -3.193423 -0.0518 -0.0110 -0.0278
C 3.382385 0.640822 -4.136505 0.0135 0.0327 0.0035
C 3.102214 1.956098 -3.790313 0.0228 -0.0040 -0.0049
H 2.345094 1.510456 -0.517254 0.0171 0.0143 0.0029
H 2.807923 -0.858079 -1.160649 0.0492 -0.0031 0.0077
H 3.477851 -1.398014 -3.474574 0.0131 -0.0013 0.0034
H 3.658498 0.410611 -5.155813 0.0146 -0.0095 0.0264
H 3.152539 2.758609 -4.513372 0.0162 0.0079 0.0070
F 1.912547 0.493927 7.391019 -0.0108 -0.0197 -0.0265
C 3.113000 1.133155 7.383554 0.0343 0.0012 -0.0497
C 3.170213 2.425190 6.904685 -0.0337 0.0049 -0.0038
C 4.402381 3.064152 6.885803 0.0109 0.0075 0.0060
C 5.540953 2.410956 7.336611 -0.0124 -0.0093 -0.0020
C 5.449021 1.110866 7.813567 0.0061 0.0204 0.0003
C 4.224342 0.458024 7.843195 -0.0159 -0.0648 -0.0033
H 2.268840 2.917045 6.565203 -0.0025 -0.0001 0.0037
H 4.468919 4.079899 6.519816 0.0001 -0.0008 -0.0024
H 6.496817 2.915809 7.320481 0.0020 -0.0003 -0.0012
H 6.333090 0.599149 8.169497 -0.0006 0.0034 0.0080
H 4.127472 -0.551409 8.219730 -0.0113 0.0023 0.0054
F 1.660192 0.587119 -6.638071 -0.0093 0.0095 -0.1481
C 0.437892 1.097317 -6.372117 0.0323 -0.0383 0.1177
C -0.177734 0.725057 -5.193509 -0.0169 0.0172 0.0323
C -1.431067 1.252001 -4.914800 0.0082 -0.0052 -0.0025
C -2.040385 2.128082 -5.802819 -0.0123 0.0043 -0.0002
C -1.391084 2.482334 -6.977315 -0.0442 0.0293 -0.0145
C -0.136056 1.968666 -7.273778 -0.0130 -0.0094 -0.0086
H 0.327913 0.047018 -4.517794 0.0153 0.0131 -0.0036
H -1.932476 0.978040 -3.995165 -0.0017 -0.0014 0.0031
H -3.017225 2.537202 -5.582073 -0.0015 0.0070 -0.0063
H -1.866288 3.164987 -7.669921 0.0144 0.0133 0.0005
H 0.390172 2.231287 -8.181074 0.0040 -0.0055 -0.0014
F -4.113613 -4.213797 4.988961 -0.0363 -0.0290 0.0292
C -4.770561 -3.288555 5.744588 0.0504 0.0054 -0.0341
C -5.821065 -2.601458 5.174484 -0.0027 0.0195 -0.0050
C -6.471947 -1.650271 5.948859 -0.0068 0.0059 0.0005
C -6.066325 -1.407267 7.254155 0.0009 -0.0034 -0.0022
C -5.006496 -2.120556 7.796284 0.0015 0.0046 0.0053
C -4.342954 -3.077313 7.038651 0.0061 0.0140 0.0129
H -6.126190 -2.819075 4.160046 -0.0018 -0.0120 0.0016
H -7.305664 -1.103639 5.529314 -0.0001 0.0013 0.0001
H -6.583291 -0.669681 7.852057 -0.0003 0.0014 0.0010
H -4.697753 -1.942356 8.817525 -0.0023 -0.0008 0.0019
H -3.530575 -3.664298 7.446168 -0.0041 -0.0102 -0.0034
F -5.022644 4.891239 -6.556255 0.0072 0.0000 0.0037
C -4.489165 5.825069 -7.376452 0.0236 -0.0422 0.0134
C -4.036840 7.007708 -6.828433 -0.0005 0.0102 0.0038
C -3.483874 7.955694 -7.677734 0.0038 0.0088 -0.0029
C -3.392301 7.712184 -9.041146 -0.0034 -0.0063 0.0061
C -3.856963 6.512170 -9.561151 0.0016 0.0051 -0.0078
C -4.412424 5.551954 -8.726970 0.0042 -0.0104 -0.0107
H -4.121592 7.174518 -5.763527 0.0001 -0.0073 0.0021
H -3.123594 8.890260 -7.268619 -0.0015 0.0014 -0.0006
H -2.961848 8.456568 -9.696847 0.0009 0.0006 -0.0014
H -3.791018 6.319461 -10.623760 0.0025 -0.0003 -0.0005
H -4.783597 4.610155 -9.107526 -0.0086 -0.0005 0.0061
```
Positions in Å, forces in eV/Å.

The value obtained for the HOMO energy is -10.4242 eV. As for the LUMO energy: -3.13 eV. The total charge is +1.

Here are the Mulliken charges for atoms 1 to 5, given in e: -1.040 -0.839 0.154 -0.342 0.504

Record 4
The following is a DFT calculation (ωB97M-V with the def2-TZVPD basis set) of the molecule C6H12 at a distorted geometry.

Structure (XYZ):
```
18
Properties=species:S:1:pos:R:3:forces:R:3
C -2.001053 0.248853 0.662909 0.0849 -0.0723 -0.0067
C -1.122993 0.310819 -0.589344 0.2733 -0.0630 0.0644
C 0.168562 1.147358 -0.409781 0.4781 -0.0014 0.7185
C 1.113314 -0.071340 -0.643350 0.7328 -0.5477 0.5847
C 1.924974 -0.450974 0.734694 -0.2467 -0.1049 -0.8463
C -0.186684 -0.902165 -0.887591 0.2449 -0.3279 0.1015
H -1.387116 0.007977 1.538252 -0.1072 -0.0142 -0.0727
H -2.793254 -0.506533 0.584579 0.1489 0.1016 -0.0569
H -2.483283 1.216491 0.858396 0.1266 -0.1676 -0.0925
H -1.779011 0.543812 -1.445711 0.5581 0.1392 0.1721
H 0.521160 1.009668 0.596303 -1.6134 2.0056 1.3053
H 0.276093 2.190169 -0.742525 0.1876 -0.5968 -0.1951
H 1.863625 -0.021992 -1.434661 -0.2554 -0.2373 -0.1478
H 2.273300 -1.484464 0.653530 0.1000 0.0479 -0.0808
H 2.816784 0.179482 0.932468 -0.4598 -0.1491 -0.5541
H 1.367356 -0.413292 1.705892 -0.2212 0.0876 -1.0651
H -0.296696 -1.261685 -1.917658 0.1373 0.0058 0.2540
H -0.275074 -1.742192 -0.196399 -0.1688 -0.1055 -0.0825
```
Positions in Å, forces in eV/Å.

The value obtained for the HOMO energy is -9.7452 eV. The energy relative to the best compared isomer or geometry (same formula, charge and spin) is 209.8 kJ/mol. As for the LUMO energy: 1.21 eV.

Here are the Mulliken charges for atoms 1 to 5, given in e: -1.414 0.341 -0.892 0.172 -1.428